1.
A 9-piece molecular cluster, C32H64Br4O14S7 overall at a distorted geometry, computed with the ωB97M-V functional and the def2-TZVPD basis.

XYZ file:
```
121
Properties=species:S:1:pos:R:3:forces:R:3:mulliken_charge:R:1
C -16.51742 -9.37022 -8.15148 0.77 0.46 -0.10 0.24
C -17.39815 -8.18181 -7.75448 0.15 -0.23 -1.30 -0.80
C -17.60357 -8.25941 -6.27542 -1.06 0.70 1.01 -0.63
S -17.22573 -9.93785 -5.76494 0.04 -0.17 -0.29 1.00
O -18.38237 -10.51573 -5.13886 -0.10 -0.12 0.54 -0.74
O -15.92801 -10.04483 -5.12127 -0.17 0.23 0.09 -0.17
C -17.07232 -10.55716 -7.41854 0.21 -0.52 0.13 -0.21
H -15.50405 -9.17612 -7.77346 -0.11 -0.11 -0.03 -0.45
H -16.39555 -9.52101 -9.22140 -0.28 -0.03 -0.05 0.36
H -18.35319 -8.29736 -8.27477 -0.02 0.12 0.07 0.39
H -16.97075 -7.22991 -8.05704 0.11 0.04 -0.02 0.30
H -18.66067 -8.10780 -6.04559 0.05 -0.26 0.18 0.37
H -17.09475 -7.48956 -5.70651 0.61 -0.24 0.12 0.21
H -18.05709 -10.88841 -7.74362 -0.05 0.08 -0.08 0.38
H -16.39319 -11.40662 -7.39852 -0.08 -0.01 0.00 -0.15
C -15.06915 -11.60599 -1.24276 -0.49 -0.71 0.20 -0.33
C -14.66166 -12.39512 0.01212 0.38 -0.37 0.21 -0.72
C -13.56178 -11.62251 0.71151 0.40 1.08 -0.72 -0.92
S -12.58446 -10.92134 -0.66206 -2.07 -0.29 0.33 1.29
O -11.47236 -11.72577 -0.98795 1.99 -1.22 -0.12 -0.69
O -12.40626 -9.53389 -0.37260 0.23 1.09 -0.09 -0.72
C -13.79842 -11.21594 -1.96272 -0.07 0.15 0.45 0.55
H -15.71480 -10.76478 -0.99124 0.17 0.14 0.05 0.31
H -15.67135 -12.30390 -1.82302 -0.06 0.29 -0.38 0.11
H -14.23137 -13.36692 -0.26703 -0.29 0.10 -0.14 0.28
H -15.53639 -12.58842 0.62882 0.10 0.03 0.20 0.44
H -12.82531 -12.13111 1.32078 -0.22 -0.35 0.24 0.45
H -13.90864 -10.70590 1.19146 -0.14 -0.25 0.28 0.35
H -13.42178 -12.06085 -2.52833 0.21 0.08 -0.21 0.17
H -13.85103 -10.31436 -2.55194 -0.13 0.18 -0.38 -0.65
C -12.39851 -7.09746 -2.30185 0.43 -0.02 0.82 0.23
C -13.74249 -6.93440 -1.58016 0.14 1.17 0.22 -0.85
C -14.79976 -6.92523 -2.65690 -0.15 -0.52 -0.80 -0.46
S -14.04030 -6.06359 -4.05949 1.12 -1.06 1.46 1.00
O -14.50152 -4.72596 -4.02842 -0.82 1.70 -0.51 -0.71
O -14.12991 -6.88557 -5.22240 -0.20 -0.51 -1.16 -0.40
C -12.35152 -6.04692 -3.41369 -0.50 -0.45 0.63 -0.99
H -12.26764 -8.12117 -2.67058 -0.11 0.16 -0.11 -0.37
H -11.58602 -6.94236 -1.58109 -0.07 -0.04 -0.22 0.43
H -13.76560 -5.93609 -1.11173 0.19 -0.16 -0.09 0.38
H -13.89939 -7.61674 -0.75447 -0.04 -0.46 -0.22 0.36
H -15.71386 -6.37515 -2.45770 -0.05 -0.02 0.23 0.56
H -15.03812 -7.92542 -3.03060 -0.04 0.01 0.07 -0.01
H -12.28545 -5.04692 -2.98763 0.32 0.00 -0.03 0.48
H -11.56772 -6.24405 -4.13465 -0.19 0.09 -0.41 0.35
C -14.89654 -14.04906 -5.40376 0.21 0.37 -0.18 -0.20
C -14.83058 -14.64332 -6.81233 1.35 -0.16 -0.51 0.12
C -15.79797 -15.80016 -6.79001 -1.09 0.17 0.34 -1.07
S -17.24330 -15.10282 -5.93834 0.98 -0.65 0.68 1.22
O -17.69136 -16.05714 -4.94928 -0.06 0.24 -0.10 -0.72
O -18.15410 -14.56721 -6.89358 -0.76 0.36 -0.75 -0.64
C -16.34334 -13.75853 -5.14915 -0.91 -0.48 0.68 -0.21
H -14.30438 -13.14444 -5.26890 0.14 -0.02 -0.16 -0.15
H -14.55818 -14.77959 -4.66907 0.20 -0.12 -0.08 0.43
H -13.80357 -14.97117 -7.02044 -0.16 -0.16 0.07 0.34
H -15.04210 -13.93232 -7.61784 -0.37 0.12 0.34 -0.14
H -15.46835 -16.59690 -6.12851 0.13 -0.20 -0.19 0.40
H -16.23745 -16.17255 -7.71356 0.49 -0.04 -0.18 0.44
H -16.61792 -13.86941 -4.10213 -0.06 0.43 0.07 0.56
H -16.70701 -12.83424 -5.57362 -0.05 0.21 0.01 -0.51
C -7.69935 -12.23681 -9.28530 0.55 1.99 -0.24 -0.97
C -7.21507 -12.08535 -7.83769 0.93 -0.60 0.49 -0.79
C -8.41504 -11.80593 -6.96781 -0.98 0.41 -0.88 -0.20
S -9.59480 -13.00874 -7.57859 0.33 1.36 -0.54 0.87
O -10.94646 -12.49079 -7.58222 -0.08 -0.30 0.12 -0.25
O -9.25981 -14.24318 -6.95417 -0.18 -1.22 0.38 -0.70
C -8.99332 -12.98586 -9.29695 -0.43 -1.00 0.54 -0.22
H -6.89758 -12.58248 -9.93348 -0.18 -0.62 0.04 0.39
H -7.91931 -11.24268 -9.70693 0.15 -0.01 0.36 0.31
H -6.44473 -11.32362 -7.70786 -0.13 0.08 -0.22 0.40
H -6.74915 -13.02775 -7.51169 -0.12 0.15 -0.07 0.34
H -8.85076 -10.83453 -7.23211 0.10 0.01 0.35 -0.10
H -8.34929 -11.93376 -5.89690 0.25 0.00 0.14 0.35
H -9.80168 -12.49395 -9.82101 0.05 -0.08 -0.44 0.01
H -8.84965 -14.02252 -9.59194 -0.35 -0.10 -0.08 0.44
C -13.40131 -13.80076 -11.87656 -0.78 0.65 0.38 -0.70
C -12.77429 -13.61797 -10.49906 0.32 0.16 0.89 -0.18
C -13.12850 -12.18428 -9.99950 0.45 -0.99 -1.10 -0.40
S -14.83900 -12.00824 -10.48750 0.54 0.02 -0.78 1.07
O -15.05267 -10.75081 -11.15867 -0.06 0.24 0.06 -0.62
O -15.66789 -12.39094 -9.38141 -0.45 -0.03 0.45 -0.62
C -14.85685 -13.36360 -11.69346 0.12 -0.24 1.49 -0.91
H -13.45236 -14.83195 -12.20830 0.61 -0.04 -0.28 0.39
H -12.90936 -13.11200 -12.56593 0.11 -0.42 -0.31 0.30
H -11.68940 -13.75496 -10.48943 -0.11 0.08 -0.17 0.19
H -13.14916 -14.32448 -9.74288 -0.13 -0.01 -0.40 0.10
H -12.56349 -11.46160 -10.59210 -0.03 0.17 0.29 0.58
H -12.95195 -12.11390 -8.93571 -0.20 0.37 0.17 -0.04
H -15.44789 -13.12891 -12.56156 -0.08 0.20 -0.26 0.47
H -15.34022 -14.11328 -11.05680 -0.24 -0.16 -0.53 0.38
C -8.34541 -10.81262 -1.69623 -1.46 -1.85 0.07 -0.05
C -8.62512 -9.42965 -2.21698 0.51 0.98 -1.30 0.52
C -8.28451 -8.47037 -1.11996 -1.11 0.84 1.85 -0.86
S -7.03435 -9.22973 -0.07929 -0.32 0.17 0.49 1.11
O -7.52678 -9.38926 1.27440 0.13 -0.07 -0.57 -0.66
O -5.78620 -8.54620 -0.29629 0.32 -0.01 0.07 -0.69
C -7.02945 -10.77871 -0.98506 1.14 0.70 -0.49 -0.92
H -8.40709 -11.61259 -2.44875 0.50 0.45 -0.28 0.36
H -9.15488 -11.18146 -1.04842 0.19 0.61 0.30 0.02
H -9.63239 -9.23997 -2.56987 -0.22 -0.34 0.19 -0.60
H -7.99642 -9.18160 -3.08456 0.08 -0.36 0.05 0.26
H -9.16062 -8.34302 -0.46466 0.18 -0.35 0.04 0.25
H -8.00768 -7.43577 -1.31275 0.45 -0.22 -0.60 0.52
H -6.70678 -11.61642 -0.38242 -0.29 -0.11 0.27 0.48
H -6.23186 -10.54798 -1.70558 -0.06 -0.34 0.02 0.36
Br -10.90941 -10.81594 -4.45366 -0.27 -0.11 0.13 0.05
C -12.38320 -9.82582 -5.25430 0.13 0.02 0.03 1.33
C -12.07348 -9.37168 -6.64925 0.26 0.15 0.35 0.09
Br -10.43733 -8.30636 -6.65188 0.05 0.03 -0.28 -0.21
H -12.62118 -8.98033 -4.62561 0.08 0.08 0.23 -0.80
H -13.21032 -10.51496 -5.24733 -0.41 -0.15 -0.10 -0.50
H -12.81585 -8.65960 -6.98359 -0.35 -0.12 -0.10 -0.10
H -11.95756 -10.22617 -7.30098 0.21 0.06 -0.33 0.16
Br -15.07643 -7.11332 -13.96492 -0.02 0.00 -0.29 -0.17
C -14.13601 -7.62627 -12.35121 0.81 0.31 -0.42 -0.44
C -14.81966 -6.95399 -11.20819 -0.40 -1.00 -0.05 -0.66
Br -13.95278 -7.54772 -9.58567 0.25 0.25 0.29 -0.06
H -13.10428 -7.29168 -12.44456 -0.06 0.08 -0.14 0.42
H -14.12972 -8.70410 -12.30613 -0.31 -0.21 0.19 0.14
H -15.83354 -7.33922 -11.17944 -0.18 0.29 0.28 0.36
H -14.79217 -5.88134 -11.27715 0.03 0.30 0.13 0.49
```
Forces are in eV/Å.

## Properties
**Energy**: -15394.35164 hartree



2.
C5H9N in the gas phase, computed with the ωB97M-V functional and the def2-TZVPD basis.

XYZ file:
```
15
Properties=species:S:1:pos:R:3:forces:R:3:mulliken_charge:R:1
C 1.15795 -1.22868 -0.05123 0.02 -0.17 0.11 -0.42
C 1.02826 -0.44145 -1.32020 -0.02 0.01 -0.21 -0.74
C 0.73167 0.20782 -0.00698 0.14 0.12 0.01 -0.28
N -0.63115 0.53445 0.40958 -0.15 0.04 0.06 0.13
C -1.63110 0.41463 -0.46946 -0.08 0.11 -0.07 -0.69
C -0.77891 0.90824 1.67621 -0.01 -0.03 0.13 -0.57
H 0.38451 -1.96525 0.14094 0.06 0.12 -0.02 0.25
H 2.14555 -1.48067 0.32033 -0.14 0.06 -0.02 0.25
H 1.92821 -0.11480 -1.83016 -0.11 -0.01 0.09 0.23
H 0.20448 -0.69860 -1.97304 0.07 0.03 0.10 0.32
H 1.44085 0.93577 0.36681 -0.09 -0.08 -0.03 0.48
H -1.43941 0.59496 -1.51448 0.08 -0.16 0.06 0.26
H -2.63373 0.47384 -0.06861 0.10 0.08 -0.06 0.25
H -0.02488 0.64608 2.40136 0.08 0.05 -0.13 0.28
H -1.71794 1.35543 1.96914 0.06 -0.17 -0.03 0.24
```
Forces are in eV/Å.

## Properties
**Energy**: -250.54280 hartree



3.
An isolated ion of composition C8H10N3OS and charge +1 at a distorted geometry, computed with the ωB97M-V functional and the def2-TZVPD basis.

XYZ file:
```
23
Properties=species:S:1:pos:R:3:forces:R:3:mulliken_charge:R:1
C 1.78898 -2.16288 -0.39084 -1.29 -4.79 -1.12 -0.27
C 2.88656 -1.46753 -0.60250 2.26 1.49 -0.72 -0.66
C 0.54985 -1.69130 -0.05357 -2.15 0.27 -1.30 -0.34
C 2.75331 -0.09110 -0.41047 0.93 -0.10 0.13 -0.44
C 0.33499 -0.33646 0.07854 1.08 -0.26 -1.04 0.15
C 1.53451 0.43995 -0.07665 -0.73 0.33 0.51 0.54
C -1.47149 1.16092 -0.75971 2.64 0.01 0.02 0.73
C -1.86856 -0.42697 1.15633 0.11 -0.61 0.00 -1.24
N 0.46246 1.85169 1.51957 -1.87 3.58 1.41 -0.31
N -0.96963 0.17334 0.12088 -3.14 0.65 0.26 0.21
N -2.77303 1.43683 -0.90710 2.31 -0.52 1.15 -0.37
O -0.65367 1.86956 -1.37642 0.27 -0.33 0.60 -0.62
S 1.38670 2.13209 0.35007 -0.62 -1.29 -1.05 0.36
H 1.80838 -3.23565 -0.77287 -0.02 1.29 0.98 0.26
H 3.73447 -2.00899 -1.05436 -0.13 0.92 0.58 0.38
H -0.27720 -2.35628 -0.39839 0.38 0.61 1.23 0.27
H 3.60215 0.56666 -0.45164 0.28 0.19 -0.29 0.38
H -1.27131 -0.46956 2.07052 -0.17 -0.63 -0.17 0.34
H -2.78276 0.06254 1.46047 0.15 1.60 -0.44 0.47
H -2.37310 -1.36073 0.85950 1.19 -0.34 -0.02 0.42
H -0.03675 2.81712 1.75970 1.40 -2.16 0.01 0.33
H -3.49085 0.83423 -0.72347 -2.07 -1.55 0.55 0.19
H -2.87403 2.26253 -1.39759 -0.83 1.65 -1.27 0.24
```
Forces are in eV/Å.

## Properties
**Energy**: -948.20073 hartree
**Charge**: +1



In order of appearance, E_LUMO = -0.07, 1.12, -6.22 eV.
In order of appearance, energy relative to the best compared isomer or geometry (same formula, charge and spin) = 0.000, 3.378, 2.231 eV.
In order of appearance, Kohn-Sham gap = 9.93, 7.82, 6.60 eV.